10
Properties=species:S:1:pos:R:3:forces:R:3 method="wB97M-V/def2-TZVPD" charge=-1 e_lumo_ev=4.77
N -1.948570 0.080859 0.056365 -0.032 0.002 1.028
C -0.509665 -0.104480 0.480845 -0.709 0.607 -1.365
O 0.351708 0.724912 -0.141694 -0.170 -0.096 0.125
H -2.126036 -0.320102 -0.852142 0.241 0.341 -0.264
H -2.129008 1.083844 0.056869 0.047 -0.274 -0.379
H -0.348801 -1.165950 0.201188 0.239 -0.188 0.660
H -0.537914 0.092506 1.559907 0.061 -0.530 0.388
H 1.613993 0.247015 -0.333800 0.493 0.324 -0.342
H 2.966285 -0.757882 -0.402669 -0.030 -0.371 0.146
O 2.668011 0.119275 -0.624866 -0.140 0.185 0.003

***

13
Properties=species:S:1:pos:R:3:forces:R:3 method="wB97M-V/def2-TZVPD" e_lumo_ev="-0.28 / -0.28"
C 0.838983 -1.841788 0.802204 2.543 -3.834 0.073
N -2.212151 1.425779 0.235387 -0.356 -0.047 0.890
O 1.359754 -0.540030 0.887864 0.363 0.854 -0.747
O -1.531982 0.297258 0.191589 2.600 -1.470 -0.637
P 0.782103 0.485491 -0.176572 -3.550 1.359 0.104
S 0.904220 2.410212 -0.010510 0.553 -0.972 0.084
S 1.052551 -0.356427 -2.069060 0.019 0.810 0.176
H 1.484028 -2.517813 1.491999 -0.908 1.314 -1.117
H 0.857074 -2.411392 -0.207766 0.100 1.580 1.241
H -0.115259 -1.865529 1.197327 -2.134 0.051 0.554
H -2.474164 1.874165 -0.603068 -0.187 -0.157 -1.945
H -1.726859 2.119064 0.731376 0.816 1.157 1.513
H 0.781701 0.921010 -2.470768 0.141 -0.646 -0.188

***

12
Properties=species:S:1:pos:R:3:forces:R:3 method="wB97M-V/def2-TZVPD" charge=-1 e_lumo_ev=4.14
N -1.244886 1.141214 -0.056476 1.904 -0.401 -0.549
C 0.092140 0.891449 -0.844530 -1.415 2.066 1.260
O 1.103844 0.343093 -0.206047 -2.656 1.010 -2.490
O -0.067366 1.409678 -1.971633 1.647 -1.563 1.007
H -1.104096 1.188825 0.950108 0.124 0.019 -0.154
H -1.598932 2.033550 -0.433637 0.318 -0.843 0.377
H 0.655429 -1.283179 -0.908724 0.540 -0.699 0.210
H -0.277420 -2.363814 -1.376848 -1.350 -0.312 -0.547
O 0.592078 -2.264085 -1.044958 1.003 0.734 0.419
H 0.915052 -0.006481 1.308160 -0.026 0.144 0.128
H 0.189868 -0.948873 2.301234 0.547 0.726 -0.009
O 0.744286 -0.141373 2.283346 -0.636 -0.881 0.348

***

10
Properties=species:S:1:pos:R:3:forces:R:3 method="wB97M-V/def2-TZVPD" e_lumo_ev="-0.06 / 0.76"
C 1.700118 -0.250809 -0.258522 0.668 -3.689 -1.603
N -2.187760 0.761178 -0.000778 -0.297 -0.484 -2.427
O 2.399999 -0.330966 0.861233 1.368 -0.650 0.230
P -1.474077 -0.616332 0.717689 0.571 1.024 1.564
H 2.027484 -0.959185 -1.055440 -0.244 0.530 0.861
H 1.306189 0.610565 -0.598696 -1.391 3.091 -0.669
H -2.454568 0.597188 -1.035459 0.707 0.859 2.419
H -1.663339 1.622102 0.152759 -0.463 -0.223 -0.233
H 1.886201 -0.016286 1.577027 -0.700 0.695 1.257
H -1.540247 -1.417451 -0.359815 -0.219 -1.154 -1.398

***

10
Properties=species:S:1:pos:R:3:forces:R:3 method="wB97M-V/def2-TZVPD" e_lumo_ev=-0.95 smiles="O=P.CN"
O 0.719545 -1.941981 3.454232 -0.034 0.074 0.526
P 1.300251 -2.149851 2.118526 0.029 0.052 -0.329
H 0.136242 -2.417995 1.306391 -0.061 -0.100 -0.219
C -0.727094 1.234016 -1.236280 -1.348 1.779 -1.099
N 0.142450 0.463141 -0.481530 0.657 -5.162 -0.996
H -1.721912 1.214039 -0.752515 0.042 0.179 -0.661
H -0.382353 2.285029 -1.225994 -0.350 -0.264 -0.273
H -0.805399 0.907946 -2.312100 0.017 0.299 1.100
H 0.501150 -0.412549 -0.941474 -0.675 1.532 0.711
H 0.837120 0.818204 0.070745 1.723 1.611 1.241

***

11
Properties=species:S:1:pos:R:3:forces:R:3 method="wB97M-V/def2-TZVPD" e_lumo_ev="-1.43 / -1.43" smiles="N=[PH2]C#[PH]P"
N 1.890056 -0.154933 -0.004550 -0.799 0.028 0.733
P 0.820659 -0.934764 -0.807081 -1.594 1.499 -1.397
C -0.122082 -1.651519 0.500431 -1.371 0.700 0.403
P -1.231639 -0.588459 1.246628 1.353 -2.176 1.644
P -0.640785 1.507473 1.343675 -1.352 0.298 2.886
H 2.663530 0.199262 -0.490300 1.392 0.483 -0.656
H -0.037114 -0.205325 -1.957777 0.873 -0.762 1.878
H 1.163810 -1.930368 -1.653840 0.571 -1.173 -0.634
H -1.227663 -1.113328 2.702772 -0.281 0.934 -2.062
H -0.147857 1.523231 0.137554 1.034 0.061 -2.804
H -1.942863 1.947963 0.971586 0.174 0.110 0.009

***

10
Properties=species:S:1:pos:R:3:forces:R:3 method="wB97M-V/def2-TZVPD" e_lumo_ev="0.26 / 0.26" smiles="C=[S@@H](N)=P"
C 0.270823 1.783530 0.065327 -3.432 -1.031 -0.216
S -0.306367 0.249446 -0.262176 0.461 -1.478 -0.048
N 0.788931 -1.256343 -0.011536 -1.370 -0.407 0.764
P -2.292284 -0.414434 0.001196 0.546 -0.126 0.053
H -0.336367 2.337884 0.758929 -0.214 -0.095 0.364
H 1.255127 1.726229 0.299704 3.173 0.235 0.178
H 0.034639 0.048802 -1.531723 0.194 0.038 -0.385
H 1.625102 -0.789118 0.219818 1.696 0.520 0.180
H 0.677294 -1.968342 0.772998 -0.703 1.600 -0.938
H -1.716895 -1.717656 -0.312538 -0.350 0.744 0.047

***

10
Properties=species:S:1:pos:R:3:forces:R:3 method="wB97M-V/def2-TZVPD" e_lumo_ev=0.04 smiles="C=PS.N"
C -0.768928 -1.220123 0.532771 1.063 1.240 0.987
P -1.059987 0.265778 1.124304 -0.812 0.725 0.175
S 0.545250 0.561207 2.456465 0.307 -0.062 0.496
H 0.165963 -1.637140 0.740126 1.218 -1.035 0.377
H -1.344931 -1.704598 -0.152651 -1.812 -1.164 -1.705
H 0.524730 -0.651989 3.061762 -0.008 0.293 -0.310
N 0.432910 1.286797 -1.838918 -0.077 2.048 -0.113
H 0.814041 0.699201 -1.175764 1.009 -1.427 1.474
H 1.081489 1.498218 -2.557712 0.498 0.068 -0.632
H -0.390538 0.902647 -2.190383 -1.387 -0.686 -0.751

***

10
Properties=species:S:1:pos:R:3:forces:R:3 method="wB97M-V/def2-TZVPD" e_lumo_ev=0.01
C -1.174175 -0.917027 0.934076 2.793 -3.505 0.756
N -0.729410 1.076941 -0.912626 1.637 0.131 0.045
P 2.167036 -0.027685 0.498840 -0.755 0.187 0.152
S 0.129301 -0.239020 0.064331 -0.365 2.756 -0.429
H -0.934710 -0.594870 1.946319 -0.308 0.469 0.513
H -0.342392 -2.087361 1.087235 -2.506 2.858 -0.596
H -0.108467 1.785097 -1.414473 -0.590 -1.417 1.224
H -1.288249 1.582063 -0.253915 -0.474 0.452 0.458
H 2.194029 0.227566 -0.892372 0.382 0.043 -0.173
H 0.087038 -0.805703 -1.057415 0.187 -1.974 -1.951

***

10
Properties=species:S:1:pos:R:3:forces:R:3 method="wB97M-V/def2-TZVPD" e_lumo_ev="-1.30 / -1.29"
C 0.087387 -1.594153 0.268356 0.659 3.021 0.471
N -1.647690 1.330713 -0.117787 1.747 -1.584 -1.405
P 0.431736 -0.257917 -1.058920 -1.728 0.941 2.870
S 1.992755 0.438238 0.170530 0.117 0.467 -0.130
H 0.661690 -2.427407 0.053403 1.239 -1.781 -0.246
H -0.915332 -1.812429 0.199491 -2.368 -0.740 -0.343
H 0.239911 -1.192255 1.305095 0.146 -0.375 -1.149
H -1.239710 2.122243 0.369674 0.543 0.011 0.546
H -1.499859 1.648210 -1.077029 -0.595 0.062 -0.308
H 1.889112 1.744759 -0.112809 0.241 -0.022 -0.307

***

9
Properties=species:S:1:pos:R:3:forces:R:3 method="wB97M-V/def2-TZVPD" charge=-1 e_lumo_ev=4.44
N 1.489962 -2.113956 -0.141027 0.119 -0.012 0.036
H 1.665929 -2.065937 0.859653 0.029 -0.055 0.006
H 1.776319 -1.181050 -0.440528 -0.139 -0.041 0.005
H 0.476175 -2.034992 -0.173592 -0.005 0.071 -0.047
C -1.348872 0.645828 -0.741517 -0.242 0.033 0.265
S -0.123989 0.946203 0.573718 0.018 0.010 0.137
H -0.903027 0.115885 -1.583172 -0.054 0.085 -0.230
H -1.802669 1.578640 -1.068558 0.198 0.255 -0.389
H -2.217413 0.069845 -0.414269 0.076 -0.345 0.217

***

9
Properties=species:S:1:pos:R:3:forces:R:3 method="wB97M-V/def2-TZVPD" charge=-1 e_lumo_ev=4.40
S 1.376956 -0.313261 -0.986045 0.046 -0.030 -0.454
H 1.181161 -0.330479 -2.329204 0.075 -0.008 0.336
C -1.009988 0.400998 1.661789 1.402 0.028 -1.285
N -1.636735 0.123658 0.385686 -1.584 -0.085 -0.640
H -0.446017 -0.512320 1.858230 -0.268 0.004 0.802
H -1.683189 0.738537 2.447923 -0.293 -0.503 -0.008
H -0.221866 1.159529 1.581510 0.052 0.238 0.030
H -2.082682 0.917982 -0.050174 -0.055 0.346 0.357
H -1.021628 -0.219367 -0.358955 0.627 0.011 0.861

***

For each record above, in turn, the calculated maximum force values are 1.65, 4.60, 3.78, 4.08, 5.30, 3.20, 3.59, 2.75, 4.54, 3.48, 0.51, 1.90 eV Å⁻¹.
For each record above, in turn, the calculated ΔE to the lowest compared entry with this formula, charge and spin values are 5.8, 43.7, 15.9, 103.9, 57.9, 54.9, 136.6, 33.1, 164.6, 77.7, 3.1, 4.7 kcal/mol.
For each record above, in turn, the calculated molar mass values are 64.06, 159.17, 96.06, 79.04, 79.04, 124.99, 95.11, 95.11, 95.11, 95.11, 64.13, 64.13 g mol⁻¹.